Entry 1:
The following is a DFT calculation (ωB97M-V with the def2-TZVPD basis set) of a cluster of 2 separate species, C22H26NS2 in total.

Each line ends with the Mulliken charge.
Positions of all 51 atoms, in Å:
C (-4.30009, -2.32377, -0.68017)  -0.68
C (-3.19217, -2.68402, -1.65392)  -0.82
C (-1.87127, -1.94166, -1.42119)  -0.71
N (-1.97431, -0.58007, -0.93459)  0.33
C (-0.79979, 0.12269, -0.79545)  0.52
C (0.40811, -0.32620, -1.25408)  -1.47
C (-0.88635, 1.47800, -0.11611)  -0.52
C (-1.08363, 2.65318, -0.85151)  0.02
C (-1.23087, 3.87401, -0.19125)  -0.70
C (-1.12141, 3.93334, 1.20103)  -0.41
C (-0.88182, 2.76867, 1.93359)  -0.99
C (-0.76827, 1.54622, 1.27372)  0.32
C (-3.17526, -0.08402, -0.27317)  -0.47
C (-4.47085, -0.81497, -0.62967)  -0.86
H (-5.23605, -2.78037, -1.01079)  0.34
H (-4.07334, -2.71052, 0.31918)  0.32
H (-2.97070, -3.75163, -1.59900)  0.35
H (-3.52623, -2.47488, -2.67649)  0.35
H (-1.24745, -2.54152, -0.73345)  0.38
H (-1.33529, -1.91956, -2.38052)  0.36
H (1.23170, 0.38179, -1.25854)  0.61
H (0.52604, -1.29366, -1.74430)  0.20
H (-1.13274, 2.58785, -1.93827)  0.46
H (-1.42622, 4.77801, -0.76677)  0.43
H (-1.22781, 4.88825, 1.72128)  0.41
H (-0.76643, 2.80098, 3.01642)  0.43
H (-0.56489, 0.62754, 1.82285)  0.65
H (-3.04739, -0.12317, 0.82465)  0.33
H (-3.31245, 0.98251, -0.51982)  0.33
H (-4.83119, -0.44421, -1.59801)  0.36
H (-5.21572, -0.53441, 0.12150)  0.36
C (2.76617, 2.80057, 2.13840)  -0.36
C (3.42922, 2.70842, 0.90914)  -0.81
C (3.54428, 1.47993, 0.26899)  -0.34
C (2.94487, 0.32948, 0.82565)  0.69
C (2.83976, -0.90482, 0.06544)  0.42
S (2.29105, -2.35053, 0.81680)  -0.04
C (3.48762, -3.50426, 0.01894)  -0.62
C (3.91389, -2.94855, -1.33085)  -0.56
S (3.72593, -1.12335, -1.39269)  0.01
C (2.38599, 0.41245, 2.11667)  -0.44
C (2.26904, 1.64396, 2.74831)  -0.73
H (2.62698, 3.77002, 2.61567)  0.43
H (3.84114, 3.60515, 0.44201)  0.40
H (4.08158, 1.40194, -0.67729)  0.36
H (4.35250, -3.64829, 0.67881)  0.35
H (2.95893, -4.45824, -0.08019)  0.40
H (4.96904, -3.16544, -1.53671)  0.43
H (3.30278, -3.35599, -2.14549)  0.33
H (2.01708, -0.49423, 2.60035)  0.40
H (1.75633, 1.70736, 3.71091)  0.46

Force components x, y, z for each atom (eV/Å):
-0.011 0.085 0.038
0.071 0.186 -0.245
0.099 -0.506 -0.059
0.358 0.424 0.034
0.011 0.063 -0.340
-0.295 0.228 0.124
0.148 -0.217 -0.151
-0.063 -0.197 0.170
0.149 -0.160 0.068
-0.067 -0.054 0.055
0.080 -0.029 -0.227
-0.012 0.081 -0.201
-0.514 0.365 0.654
0.195 0.195 -0.184
0.080 -0.072 0.128
-0.009 0.013 -0.012
-0.044 0.027 -0.119
-0.077 -0.019 0.128
-0.058 0.231 -0.001
-0.024 0.005 0.204
-0.274 -0.157 -0.109
0.048 0.436 0.127
-0.076 0.094 0.237
0.095 -0.197 0.159
0.024 -0.305 -0.205
-0.103 0.085 -0.230
-0.147 0.194 -0.011
0.013 -0.078 -0.252
0.172 -0.415 0.099
0.024 -0.157 0.078
0.060 0.009 -0.149
-0.105 -0.325 -0.178
0.091 -0.084 -0.025
-0.301 0.132 -0.094
-0.467 0.323 -0.149
1.685 -0.669 0.441
0.286 -0.273 -0.044
-0.208 0.155 0.258
-0.484 0.025 -0.617
0.054 -0.024 0.585
-0.288 0.163 -0.046
0.087 -0.082 0.053
0.100 -0.252 -0.109
-0.071 -0.331 0.179
-0.237 0.139 0.190
-0.357 0.197 -0.031
0.178 0.188 -0.047
-0.293 0.134 0.035
0.181 0.084 0.189
0.002 0.370 -0.117
0.291 -0.029 -0.283

The calculation puts the LUMO energy at -5.1 eV. The HOMO-LUMO gap is 5.157 eV. The value obtained for the energy is -1704.7727 Eh. The HOMO energy comes out at -0.37811 Eh. As for the charge: +1. The calculation puts the energy above the lowest of the compared OMol25 structures with the same formula, charge and spin at 38.00 kJ/mol.

Entry 2:
The following is a DFT calculation (ωB97M-V with the def2-TZVPD basis set) of a structure of composition C22H27BBr63O2P.

Each line ends with the Mulliken charge.
Positions of all 116 atoms, in Å:
C (4.27751, 1.39242, -1.28493)  -0.26
O (3.53809, 2.20175, -2.24102)  -0.38
B (2.29280, 2.51993, -1.80699)  0.37
O (1.97543, 3.78134, -1.41996)  -0.48
P (0.91791, 1.18848, -1.63266)  0.17
H (3.67281, 1.13937, -0.41318)  0.31
H (5.13409, 1.98124, -0.95271)  0.29
H (4.60412, 0.48739, -1.78404)  -0.28
H (2.63323, 4.10066, -0.75599)  0.25
H (0.78483, 1.17826, -0.25226)  0.00
H (1.64846, 0.01955, -1.84935)  -0.04
C (5.91913, 2.05532, 2.89121)  -0.36
Br (5.94560, 0.17564, 2.52917)  0.02
Br (4.78585, 2.96716, 1.63842)  -0.04
Br (5.42381, 2.44224, 4.69911)  -0.03
H (6.92268, 2.42841, 2.73943)  0.39
C (6.15999, -2.55617, -1.77755)  -0.30
Br (7.63082, -1.35461, -2.01584)  0.00
Br (5.78599, -2.88349, 0.07318)  0.11
Br (4.60894, -1.94523, -2.71020)  0.03
H (6.44370, -3.50388, -2.21802)  0.30
C (-2.70396, 1.55432, 0.83260)  0.79
Br (-2.03944, -0.19433, 0.42234)  0.09
Br (-2.48513, 1.94990, 2.68777)  0.22
Br (-1.93565, 2.93043, -0.26651)  0.04
H (-3.76642, 1.53367, 0.62440)  -0.79
C (-6.49238, -0.51081, 0.54007)  -0.32
Br (-5.73604, -2.16452, -0.04668)  0.00
Br (-6.14258, -0.17381, 2.39303)  0.02
Br (-5.86976, 0.95357, -0.54322)  -0.10
H (-7.56438, -0.57074, 0.40894)  0.48
C (8.68491, -5.42773, 2.26462)  -0.32
Br (9.51267, -3.97005, 1.33438)  -0.01
Br (7.04714, -4.88451, 3.09868)  -0.03
Br (8.41712, -6.93630, 1.11490)  -0.01
H (9.35982, -5.73567, 3.05119)  0.34
C (-1.05548, 5.03846, 4.68747)  0.05
Br (-2.26224, 4.29170, 5.99158)  -0.05
Br (0.44899, 3.89223, 4.37975)  0.05
Br (-1.93946, 5.48174, 3.04851)  -0.04
H (-0.67075, 5.94890, 5.11754)  -0.13
C (-4.42413, -0.66744, -3.57400)  0.81
Br (-5.11239, -2.45729, -3.52712)  0.06
Br (-2.53414, -0.61751, -3.28894)  -0.03
Br (-4.97368, 0.21979, -5.18256)  0.09
H (-4.87632, -0.13824, -2.74751)  -0.82
C (-6.49436, 3.14577, 2.18419)  0.90
Br (-5.11491, 4.45972, 2.01569)  0.01
Br (-6.96440, 2.85677, 4.01894)  -0.04
Br (-8.03006, 3.55912, 1.11323)  -0.04
H (-6.09186, 2.21184, 1.81177)  -1.09
C (-8.81599, 0.15716, -5.20617)  -0.48
Br (-8.27261, -1.52630, -5.93926)  0.09
Br (-8.36948, 0.28385, -3.33980)  0.01
Br (-8.09617, 1.62968, -6.20061)  -0.02
H (-9.89299, 0.21500, -5.28087)  0.38
C (3.22818, -5.44043, -4.58445)  -0.27
Br (2.80864, -5.14272, -2.74308)  0.03
Br (5.01347, -4.84699, -4.94997)  -0.03
Br (2.93915, -7.25506, -5.12299)  -0.04
H (2.55651, -4.82235, -5.16601)  0.30
C (10.23800, -1.33708, -5.72852)  -0.32
Br (10.73249, -0.09487, -4.35088)  -0.04
Br (11.43104, -2.83432, -5.78876)  -0.02
Br (8.41707, -1.89016, -5.53825)  0.02
H (10.32254, -0.81909, -6.67388)  0.33
C (3.76306, 4.91254, -5.68730)  -0.40
Br (2.53473, 4.77781, -7.17194)  -0.05
Br (3.23041, 3.84275, -4.18879)  0.17
Br (5.54636, 4.48409, -6.23560)  -0.04
H (3.76323, 5.94778, -5.37681)  0.40
C (-7.25953, -5.71164, -6.25750)  -0.29
Br (-7.94046, -5.01171, -4.60987)  -0.06
Br (-7.41329, -4.40937, -7.65564)  -0.06
Br (-5.45417, -6.34329, -6.10717)  0.00
H (-7.87655, -6.56289, -6.51020)  0.34
C (0.16460, 5.91464, 8.69634)  0.10
Br (-0.71065, 6.76916, 10.16607)  -0.01
Br (0.25228, 7.07088, 7.16316)  0.00
Br (1.89432, 5.25225, 9.17613)  -0.02
H (-0.43825, 5.06150, 8.40940)  -0.06
C (-1.54641, 0.54500, 7.99813)  -0.44
Br (-1.27174, -1.28908, 8.48356)  0.07
Br (-0.18787, 1.69060, 8.73414)  0.01
Br (-1.67970, 0.75663, 6.10135)  0.06
H (-2.48966, 0.85700, 8.42568)  0.34
C (4.63524, 5.64561, -10.34664)  -0.11
Br (5.04576, 3.78954, -10.13828)  0.01
Br (6.03936, 6.76045, -9.66926)  -0.01
Br (4.20412, 6.07788, -12.16423)  -0.04
H (3.75460, 5.84388, -9.74962)  0.14
C (-1.39978, -4.70465, -3.24012)  -0.22
Br (-0.92776, -6.55035, -3.47036)  -0.05
Br (-0.96076, -4.06755, -1.48494)  0.10
Br (-0.62636, -3.60783, -4.61000)  -0.01
H (-2.47337, -4.63626, -3.34624)  0.18
C (-0.25958, -4.27798, 2.90890)  -0.32
Br (0.21892, -6.12234, 2.72367)  -0.02
Br (0.18189, -3.59164, 4.64200)  -0.02
Br (0.51983, -3.21344, 1.51668)  -0.04
H (-1.33345, -4.20990, 2.79922)  0.32
C (-1.62388, -5.03815, 10.64155)  -0.37
Br (-1.05225, -6.67482, 11.45462)  -0.04
Br (-1.94316, -3.66691, 11.93666)  0.04
Br (-0.39035, -4.44562, 9.29696)  -0.05
H (-2.56399, -5.23754, 10.14558)  0.38
C (-2.65465, 4.36270, -8.29665)  -0.30
Br (-3.01355, 3.31841, -6.73359)  0.06
Br (-2.41493, 3.25451, -9.84482)  -0.01
Br (-4.01929, 5.67705, -8.59307)  -0.02
H (-1.72559, 4.89366, -8.12848)  0.26
C (-5.22563, -1.49292, 13.85958)  -0.36
Br (-5.46228, -3.39077, 13.78529)  0.00
Br (-3.71011, -1.02104, 14.93328)  0.00
Br (-5.10432, -0.73523, 12.10208)  0.01
H (-6.10258, -1.07306, 14.33262)  0.33

Force components x, y, z for each atom (eV/Å):
0.241 0.150 -0.577
0.785 -0.609 1.115
-0.551 -0.889 0.631
0.194 0.767 1.434
-0.838 0.219 -1.124
-0.030 -0.071 -0.087
-0.059 -0.165 -0.133
0.061 0.047 0.086
-0.540 0.079 -1.134
0.163 -0.090 0.487
0.362 -0.259 0.247
0.128 0.005 -0.017
0.025 -0.162 -0.045
-0.075 0.308 0.197
-0.042 0.011 0.123
-0.035 0.005 0.012
0.064 -0.202 -0.063
0.141 0.154 0.188
-0.035 -0.067 0.138
-0.207 0.110 -0.174
-0.019 0.010 0.020
-0.085 0.066 -0.035
0.035 -0.182 -0.019
0.019 -0.168 0.384
-0.091 0.024 -0.014
0.223 0.087 0.099
-0.031 -0.186 0.001
0.008 -0.073 0.101
0.053 -0.357 0.144
-0.207 0.104 -0.298
0.013 0.042 0.012
0.083 0.004 0.054
0.077 0.105 -0.073
-0.152 0.039 0.135
-0.018 -0.117 -0.097
-0.022 0.010 -0.023
-0.003 -0.046 -0.050
-0.072 0.201 -0.055
0.137 -0.115 0.048
0.081 0.286 -0.042
-0.071 -0.013 -0.083
-0.045 0.047 0.100
0.001 -0.322 -0.249
0.097 0.112 -0.086
0.206 0.080 -0.029
-0.043 -0.036 -0.051
0.051 0.049 -0.033
-0.091 0.122 -0.087
-0.037 0.073 0.176
-0.139 0.048 -0.035
-0.054 0.245 0.088
-0.068 -0.037 -0.033
-0.065 -0.029 -0.054
0.036 0.041 0.157
-0.071 0.184 -0.113
0.034 0.009 0.020
-0.160 0.228 0.002
-0.221 -0.176 0.254
0.289 -0.099 -0.256
0.016 -0.106 -0.004
0.017 -0.031 0.000
0.016 0.065 -0.100
0.048 0.096 0.101
0.098 -0.111 -0.003
-0.189 -0.084 -0.179
0.002 -0.004 0.036
-0.255 0.110 0.021
-0.092 -0.003 -0.040
0.469 0.670 -1.113
0.185 -0.024 -0.048
-0.015 -0.002 -0.029
-0.031 -0.093 -0.015
0.028 -0.037 0.244
-0.025 0.003 -0.209
0.082 -0.021 0.106
0.023 0.053 -0.093
-0.161 -0.232 -0.109
-0.064 0.071 0.120
0.146 0.259 0.115
0.136 -0.064 0.032
0.015 0.023 -0.012
-0.133 0.087 0.053
0.028 0.003 0.055
0.087 0.089 0.050
0.014 -0.230 -0.231
0.033 -0.009 0.004
-0.159 0.038 0.120
0.054 -0.192 -0.031
0.102 0.096 0.048
-0.034 0.036 -0.132
0.044 -0.002 -0.008
-0.185 0.009 -0.026
0.033 -0.103 0.007
0.055 0.002 0.055
0.139 0.022 -0.122
-0.020 0.051 -0.031
-0.172 0.025 -0.012
0.036 -0.156 -0.010
0.013 0.067 0.141
0.116 0.175 -0.063
0.031 0.005 0.002
-0.172 0.011 -0.083
0.055 -0.119 0.062
-0.032 0.132 0.146
0.154 -0.119 -0.117
0.034 0.003 0.006
0.140 0.076 0.008
-0.026 -0.120 0.145
0.054 -0.068 -0.086
-0.096 0.129 -0.012
-0.077 -0.049 -0.023
-0.089 0.050 0.035
-0.075 -0.181 0.020
0.128 0.044 0.075
0.010 0.067 -0.137
0.030 -0.008 -0.014

The calculation puts the LUMO energy at -0.4 eV. The HOMO-LUMO gap is 8.344 eV. The value obtained for the energy is -163533.8536 Eh. The HOMO energy comes out at -0.32286 Eh.

Entry 3:
The following is a DFT calculation (ωB97M-V with the def2-TZVPD basis set) of a cluster of 2 separate species, C22H27BrCl4IN4O5P in total.

Each line ends with the Mulliken charge.
Positions of all 65 atoms, in Å:
C (6.17154, 1.27848, 1.13400)  -0.77
C (6.00849, -0.18440, 0.43637)  -0.46
C (4.40444, -0.41590, 0.28568)  -0.19
C (4.01808, -1.50513, -0.82584)  -0.50
C (2.62204, -2.23964, -0.52666)  -0.63
C (1.35125, -1.57824, -1.31448)  -1.16
C (1.00283, -0.19055, -0.56182)  0.15
C (1.51316, 1.20383, -1.04154)  0.87
P (2.55883, 1.19165, -2.64856)  0.09
O (1.64125, 1.88780, -3.92522)  -0.52
I (4.58738, 2.59895, -2.27719)  -0.10
C (1.17977, 2.52981, -0.25407)  -0.83
C (0.31555, 2.44051, 1.01825)  0.55
C (-0.22855, 1.04402, 1.51865)  0.30
C (0.10453, -0.24454, 0.72013)  0.35
C (-0.50406, -1.61672, 1.26116)  -1.13
C (-2.02727, -1.74686, 0.69474)  -0.49
C (-2.40963, -0.66889, -0.42576)  0.11
C (-3.88563, -0.94339, -1.07235)  0.42
N (-3.98677, -0.11345, -2.31047)  -0.36
C (-4.33022, 1.29110, -2.04020)  0.47
N (-4.09926, 2.18918, -2.99999)  -0.74
N (-4.96269, 1.79895, -0.80642)  -0.56
C (-1.10751, 1.03626, 2.87155)  0.43
O (-2.10885, 0.31205, 3.05621)  -0.51
C (-0.60818, 2.10413, 3.97939)  0.07
O (-0.64137, 1.72038, 5.36447)  -0.14
N (-1.83390, 2.07510, 5.93587)  0.16
O (-2.28545, 1.16027, 6.54682)  -0.30
C (-0.11404, 3.36936, 3.52554)  -0.12
Br (0.52703, 4.64172, 4.88591)  -0.11
C (-0.06434, 3.70686, 1.94279)  0.11
O (-0.33747, 4.84066, 1.49268)  -0.50
H (6.99169, 1.30542, 1.92928)  0.32
H (6.28389, 2.11633, 0.35776)  0.09
H (5.17947, 1.49993, 1.68697)  0.19
H (6.51914, -1.01399, 1.02975)  0.34
H (6.42410, -0.08293, -0.63173)  0.27
H (3.97167, 0.63389, 0.06957)  -0.07
H (4.02511, -0.68582, 1.34413)  0.24
H (4.84315, -2.31802, -0.82055)  0.32
H (3.97853, -1.09685, -1.89061)  0.24
H (2.38337, -2.33162, 0.59148)  0.31
H (2.71587, -3.32295, -0.92542)  0.37
H (1.57525, -1.41732, -2.42765)  0.64
H (0.49689, -2.34642, -1.19661)  0.19
H (1.44479, 2.83759, -3.75980)  0.38
H (1.56811, 3.53446, -0.61685)  0.31
H (0.13902, -2.53678, 1.05417)  0.36
H (-0.60978, -1.55959, 2.41102)  0.33
H (-2.06899, -2.78219, 0.17468)  0.01
H (-2.76993, -1.80835, 1.56265)  0.37
H (-1.67875, -0.78682, -1.31124)  -0.03
H (-2.45881, 0.41545, -0.04022)  0.00
H (-4.63979, -0.68295, -0.25890)  0.41
H (-4.04537, -2.04121, -1.34814)  -0.67
H (-3.07283, -0.07112, -2.79659)  0.34
H (-3.68256, 1.71772, -3.82340)  0.24
H (-5.67056, 2.48615, -1.13763)  0.36
H (-4.25168, 2.39162, -0.33431)  0.23
C (-5.21297, -5.00559, -2.50651)  0.33
Cl (-3.64551, -4.52502, -1.81994)  -0.10
Cl (-6.03955, -6.10439, -1.38181)  -0.10
Cl (-6.21254, -3.56047, -2.76590)  -0.09
Cl (-4.95139, -5.83155, -4.05730)  -0.10

Force components x, y, z for each atom (eV/Å):
-0.693 -0.437 0.488
-0.983 1.446 -0.583
0.793 0.442 0.215
-0.006 -0.630 0.895
-0.084 -0.614 -1.098
0.338 0.296 1.437
-0.975 2.607 1.110
-1.923 0.560 2.715
-1.109 -0.809 -0.834
1.014 0.660 2.327
-0.850 0.132 0.033
-1.756 -3.307 1.590
0.557 -2.296 -0.894
1.918 0.382 -2.419
0.996 2.221 0.218
-0.637 1.058 0.588
0.304 -1.057 -0.762
-1.197 -0.857 -0.273
1.334 -0.657 0.911
-0.612 1.864 2.498
0.962 2.087 -3.338
-0.433 -2.405 2.194
0.495 -0.224 -1.042
-1.116 -0.718 -0.083
3.540 2.346 -0.439
1.191 2.440 -1.590
1.592 -0.389 -3.262
-2.901 -1.258 1.470
1.007 1.817 -0.672
-0.910 -2.810 0.860
-0.694 -1.025 -1.619
-0.391 1.408 -1.058
1.242 -4.058 1.755
-0.954 0.081 -1.328
0.074 -1.352 1.197
1.598 -0.267 -0.727
-0.706 1.122 -0.939
-0.337 -0.521 1.641
0.505 -1.808 0.157
0.349 0.144 -1.746
-1.282 1.299 0.033
0.193 -0.301 1.504
0.429 0.349 -1.585
-0.236 1.665 0.618
-0.286 -0.206 1.773
1.082 1.560 -0.280
-0.040 -0.719 -0.238
-0.565 -1.537 0.582
-0.887 1.474 -0.058
0.416 0.049 -1.883
-0.103 1.606 0.753
1.072 0.433 -1.289
-0.843 0.465 1.481
0.450 -1.691 -0.579
0.707 -0.047 -1.535
0.412 1.651 0.413
-0.921 -0.303 0.378
-0.358 0.227 0.486
0.716 -0.723 0.240
-0.540 -0.693 -0.370
-0.141 -0.013 -0.057
-0.169 -0.256 -0.123
0.166 0.193 -0.185
0.212 -0.242 0.051
-0.026 0.145 0.273

The calculation puts the LUMO energy at -1.9 eV. The HOMO-LUMO gap is 7.219 eV. The value obtained for the energy is -6503.1749 Eh. As for the SMILES: [H]/N=C(/N)NCCCCc1c(CCCCCC)c(P(O)I)cc2c1C(=O)C(ON=O)=C(Br)C2=O.ClC(Cl)(Cl)Cl. The HOMO energy comes out at -0.33419 Eh.